Entry 1:
The following is a quantum chemistry calculation of a structure of composition ClH30NO16Si2 in a non-equilibrium geometry, from OMol25.

Atoms and positions in Å:
1 O -1.05515 1.26775 2.63009
2 N -1.16909 2.14310 1.88385
3 O -2.20678 1.90769 0.91139
4 Si -1.81709 0.93959 -0.39042
5 Cl -3.57376 -0.00869 -0.91932
6 O -0.76084 -0.20899 -0.05187
7 Si 0.83054 0.05024 -0.58855
8 H -1.43527 1.75256 -1.53134
9 H 1.19396 1.47785 -0.67020
10 H 1.71085 -0.55682 0.42025
11 H 1.09848 -0.66536 -1.83663
12 O -1.56853 3.66467 -3.00527
13 H -2.27836 3.34113 -3.57117
14 H -1.78403 4.59363 -2.86059
15 O -6.08499 1.36784 0.95004
16 H -5.56658 2.15624 0.75697
17 H -5.58088 0.64964 0.55039
18 O 1.42154 -3.39538 0.33117
19 H 1.33814 -4.13495 0.94362
20 H 0.50701 -3.14507 0.16326
21 O 2.58546 1.43473 2.56480
22 H 1.63653 1.45640 2.39884
23 H 2.66170 1.24004 3.50687
24 O 3.28470 -1.45019 2.82340
25 H 2.46757 -1.76293 3.22551
26 H 3.08756 -0.55613 2.50963
27 O -4.34664 -3.17804 -2.29698
28 H -4.21978 -2.23229 -2.16099
29 H -4.60988 -3.51140 -1.43259
30 O 3.46163 -0.10487 -2.36846
31 H 4.02137 0.65665 -2.55743
32 H 3.95571 -0.85565 -2.72030
33 O -0.59221 -3.51261 2.43577
34 H -1.41284 -3.74477 2.88433
35 H -0.76470 -2.62884 2.09358
36 O -0.40204 -5.40286 -0.70033
37 H -1.15649 -5.82989 -1.12015
38 H 0.24331 -5.28701 -1.40640
39 O 6.30044 -1.22453 -1.86581
40 H 6.91504 -1.79932 -1.39716
41 H 5.62759 -1.01083 -1.20716
42 O -2.56349 -1.94128 3.53741
43 H -2.68121 -2.04563 4.48802
44 H -2.46244 -0.99055 3.41397
45 O 0.51234 3.95753 -0.54504
46 H -0.20214 3.65189 -1.11914
47 H 0.31510 4.88948 -0.39619
48 O 1.36390 6.18008 -2.04939
49 H 1.89267 6.96316 -2.23519
50 H 1.86211 5.44300 -2.41909

Cartesian forces (eV/Å) of the 6 atoms listed first:
O -0.1 -0.3 0.1
N 0.1 0.6 0.1
O 0.2 -0.4 -0.1
Si -1.4 0.1 -0.3
Cl 0.0 0.2 0.1
O 0.9 0.3 0.0

Calculated values
HOMO: -10.46 eV
LUMO level: -1.00 eV
relative energy (zero: lowest compared OMol25 entry of this formula, charge and spin): 8.9 kcal/mol

Entry 2:
The following is a quantum chemistry calculation of an isolated molecule of ClH3N2S in a non-equilibrium geometry, from OMol25.

Atoms and positions in Å:
1 N -0.21041 -1.30903 0.43282
2 N -0.49736 1.04669 -0.20203
3 S 0.29825 -0.30559 -0.62870
4 Cl 2.32783 0.15469 -0.00386
5 H -0.31479 -2.39941 0.36718
6 H -0.33449 2.02682 -0.42713
7 H -1.26903 0.78582 0.46171

Cartesian forces (eV/Å) of the 6 atoms listed first:
N -0.8 -0.9 -0.3
N -1.9 -0.4 1.4
S 0.1 -2.2 0.5
Cl 0.2 0.4 0.0
H 0.8 3.2 -0.8
H 0.4 -0.8 -0.1

Calculated values
HOMO: -9.34 eV
LUMO level: 0.41 eV
relative energy (zero: lowest compared OMol25 entry of this formula, charge and spin): 7.5 kcal/mol

Entry 3:
The following is a quantum chemistry calculation of a cluster of 2 separate species, ClH3N2S2 in total in a non-equilibrium geometry, from OMol25.

Atoms and positions in Å:
1 S -0.16956 1.91591 0.04768
2 N -0.30057 0.36431 -0.08016
3 S -1.41472 -0.19190 -1.63530
4 N -0.11326 -0.39571 0.81727
5 Cl 0.01132 -2.00261 0.42926
6 H -1.82835 1.05479 -1.94736
7 H 1.72924 -0.21776 0.97176
8 H 2.08591 -0.52702 1.39686

Cartesian forces (eV/Å) of the 6 atoms listed first:
S 0.6 3.2 0.2
N -3.3 0.9 -4.1
S 0.9 -0.5 0.6
N 0.2 -2.2 3.1
Cl -0.5 -1.4 -0.4
H 0.4 -0.1 0.4

Calculated values
HOMO: -9.25 eV
LUMO level: -1.63 eV
relative energy (zero: lowest compared OMol25 entry of this formula, charge and spin): 66.5 kcal/mol

Entry 4:
The following is a quantum chemistry calculation of a cluster of 2 separate species, ClH3NO4PS in total in a non-equilibrium geometry, from OMol25.

Atoms and positions in Å:
1 O 2.43835 -1.37594 1.05738
2 P 2.21347 0.11352 1.56562
3 S 0.25018 0.65247 0.70647
4 Cl 3.31889 1.37101 0.41276
5 H 1.92965 -1.60993 0.25762
6 H -0.61595 -0.07885 1.43328
7 H 0.24551 0.08219 -0.51780
8 N -2.46020 0.21637 -1.24171
9 O -2.39397 -0.65145 -0.31438
10 O -2.88160 1.35179 -0.98539
11 O -2.04433 -0.07120 -2.37384

Cartesian forces (eV/Å) of the 6 atoms listed first:
O -0.6 0.0 -0.9
P 0.3 0.2 1.4
S -0.3 1.1 -0.3
Cl -0.2 -0.2 -0.4
H 0.5 -0.3 0.2
H -0.1 -0.5 -0.4

Calculated values
HOMO: -8.04 eV
LUMO level: -1.49 eV

Entry 5:
The following is a quantum chemistry calculation of an isolated molecule of ClH3NPS in a non-equilibrium geometry, from OMol25.

Atoms and positions in Å:
1 N -0.50532 1.81647 -0.72215
2 S 0.22079 0.19410 0.13150
3 P -1.16358 -1.33347 -0.10415
4 Cl 2.30169 -0.72629 0.53508
5 H -0.79846 1.51411 -1.65084
6 H 0.19462 0.76775 1.34870
7 H -0.24974 -2.23267 0.46185

Cartesian forces (eV/Å) of the 6 atoms listed first:
N 1.1 -2.5 2.3
S -1.1 3.1 -2.2
P -0.1 0.3 -0.1
Cl -0.2 -0.1 0.3
H 0.0 -0.5 -0.3
H 0.1 -0.1 -0.2

Calculated values
HOMO (alpha / beta): -8.76 / -8.84 eV
LUMO level (alpha / beta): -2.60 / -1.79 eV
relative energy (zero: lowest compared OMol25 entry of this formula, charge and spin): 145.5 kcal/mol

Entry 6:
The following is a quantum chemistry calculation of a structure of composition ClH3NPS in a non-equilibrium geometry, from OMol25.

Atoms and positions in Å:
1 N 0.21103 -0.19812 0.50983
2 P 1.59750 0.20724 1.04757
3 S -0.74679 0.35949 -1.46922
4 Cl -1.63593 1.35488 -3.03576
5 H -0.66020 -0.08140 1.02767
6 H 1.95041 -0.05595 -0.28987
7 H -1.19357 -0.94536 -1.70459

Cartesian forces (eV/Å) of the 6 atoms listed first:
N -2.8 -0.7 0.7
P 0.8 0.1 -0.3
S -0.1 -0.6 -0.3
Cl -0.5 -0.1 -0.7
H 0.4 -0.2 0.6
H 1.8 0.1 -0.1

Calculated values
HOMO: -8.84 eV
LUMO level: -0.99 eV
relative energy (zero: lowest compared OMol25 entry of this formula, charge and spin): 73.3 kcal/mol

Entry 7:
The following is a quantum chemistry calculation of a cluster of 2 separate species, ClH3O2SSi in total in a non-equilibrium geometry, from OMol25.

Atoms and positions in Å:
1 O 1.75396 1.37447 0.69979
2 O 0.08157 0.37663 -0.80118
3 Si -1.37651 -0.09233 -0.11882
4 S 1.56963 0.66641 -0.51445
5 Cl 2.67079 -2.13521 0.02212
6 H -2.18885 -0.51495 -1.17420
7 H -0.89561 -0.81921 1.15478
8 H -1.61499 1.14419 0.73196

Cartesian forces (eV/Å) of the 6 atoms listed first:
O 0.3 1.7 2.9
O -1.6 -0.5 -1.3
Si 2.6 1.9 4.0
S 1.2 -1.2 -2.5
Cl 0.1 -0.3 0.0
H -1.0 -0.6 -0.9

Calculated values
HOMO (alpha / beta): -7.93 / -11.08 eV
LUMO level (alpha / beta): 0.59 / -3.99 eV
multiplicity: 3
relative energy (zero: lowest compared OMol25 entry of this formula, charge and spin): 0.0 kcal/mol

Entry 8:
The following is a quantum chemistry calculation of a cluster of 2 separate species, ClH4N2OP in total in a non-equilibrium geometry, from OMol25.

Atoms and positions in Å:
1 O -1.45798 -2.35424 -0.09554
2 P -1.79749 -1.51539 1.06079
3 N -1.07818 -0.05466 0.57021
4 Cl -1.00972 1.53396 1.31762
5 H -0.43912 -0.15778 -0.24753
6 N 1.55159 0.72568 -0.85362
7 H 0.79385 0.21231 -1.22185
8 H 1.28196 1.50053 -0.27830
9 H 2.15508 0.10959 -0.25178

Cartesian forces (eV/Å) of the 6 atoms listed first:
O 0.0 -0.6 -0.1
P 0.3 1.2 -0.2
N 0.2 0.4 0.1
Cl -0.1 -1.4 -0.5
H -0.8 0.4 1.1
N 2.5 -0.5 1.1

Calculated values
HOMO: -10.30 eV
LUMO level: -0.29 eV
relative energy (zero: lowest compared OMol25 entry of this formula, charge and spin): 75.4 kcal/mol

Entry 9:
The following is a quantum chemistry calculation of a cluster of 2 separate species, ClH4NSi in total in a non-equilibrium geometry, from OMol25.

Atoms and positions in Å:
1 N 0.45301 -0.46927 -0.63416
2 Si -0.41462 0.68533 0.34603
3 Cl -1.37811 1.67289 -2.38701
4 H 1.48395 -0.29039 -0.72114
5 H -0.02274 -0.17194 -1.49191
6 H 0.47602 1.68742 0.80936
7 H -1.68579 0.29462 0.91153

Cartesian forces (eV/Å) of the 6 atoms listed first:
N 0.2 1.3 1.1
Si 0.5 -0.8 -3.5
Cl 0.6 -0.6 2.1
H -1.5 -0.1 0.0
H 0.3 -0.7 -0.8
H 0.2 0.9 0.9

Calculated values
HOMO: -9.44 eV
LUMO level: -1.41 eV
relative energy (zero: lowest compared OMol25 entry of this formula, charge and spin): 62.9 kcal/mol

Entry 10:
The following is a quantum chemistry calculation of an isolated molecule of ClH4NSi in a non-equilibrium geometry, from OMol25.

Atoms and positions in Å:
1 N -0.14886 0.50494 1.01183
2 Si 0.12610 -0.20871 -0.55675
3 Cl -0.08959 -2.11575 -0.15197
4 H -0.79133 1.31234 0.94626
5 H 0.67198 0.67566 1.57181
6 H 1.49414 -0.12387 -1.38048
7 H -1.26243 -0.04461 -1.44071

Cartesian forces (eV/Å) of the 6 atoms listed first:
N -0.2 1.0 -1.5
Si -1.3 1.1 -1.6
Cl 0.2 -2.7 0.3
H 0.8 -0.5 0.4
H -0.1 0.3 0.2
H -1.5 0.4 1.0

Calculated values
HOMO: -10.47 eV
LUMO level: 0.80 eV
relative energy (zero: lowest compared OMol25 entry of this formula, charge and spin): 14.5 kcal/mol

Entry 11:
The following is a quantum chemistry calculation of a structure of composition ClH6Li3O3, from OMol25.

Atoms and positions in Å:
1 Li 1.53691 -0.27631 2.30326
2 Li 1.66560 -1.17525 -1.63658
3 Li -1.22893 1.77532 0.79662
4 Cl 0.44256 0.01495 0.13884
5 O 2.86634 2.52059 0.81777
6 H 2.30458 1.92667 0.30622
7 H 2.35416 3.33443 0.92021
8 O -1.33978 -0.68859 -2.80178
9 H -1.07183 -0.33578 -1.94739
10 H -1.48253 -1.63270 -2.63645
11 O -2.21960 -2.07130 1.02993
12 H -1.26692 -2.06666 1.17179
13 H -2.56055 -1.32538 1.53754

Cartesian forces (eV/Å) of the 6 atoms listed first:
Li 0.2 0.1 -0.1
Li -0.2 0.1 -0.3
Li 0.0 -0.1 -0.3
Cl 0.2 0.2 0.6
O -0.5 -0.4 0.3
H 0.1 0.3 -0.2

Calculated values
HOMO: -18.01 eV
LUMO level: -8.46 eV
relative energy (zero: lowest compared OMol25 entry of this formula, charge and spin): 24.1 kcal/mol
charge: +2

Entry 12:
The following is a quantum chemistry calculation of a cluster of 2 separate species, ClHN2O2 in total in a non-equilibrium geometry, from OMol25.

Atoms and positions in Å:
1 N -1.14952 0.84739 1.34502
2 N -1.37728 -0.19645 1.05593
3 O -1.46225 -1.20791 0.40564
4 O 0.77096 0.26240 -1.19129
5 Cl 2.37199 -0.28008 -1.32948
6 H 0.84610 0.57465 -0.28582

Force components x, y, z for each atom (eV/Å):
N -0.1 1.3 1.6
N 0.6 -1.8 -3.3
O -0.5 0.4 1.7
O 0.7 -0.2 0.1
Cl 0.0 -0.1 -0.4
H -0.6 0.4 0.3

Calculated values
HOMO: -10.69 eV
LUMO level: -0.16 eV
relative energy (zero: lowest compared OMol25 entry of this formula, charge and spin): 8.1 kcal/mol

Entry 13:
The following is a quantum chemistry calculation of the ion ClHNO with charge -1 in a non-equilibrium geometry, from OMol25.

Atoms and positions in Å:
1 O 0.60403 -1.36381 0.91924
2 N 0.19647 -0.88725 -0.14092
3 Cl -1.85175 -1.16349 -0.73290
4 H -0.01793 0.04065 0.06454

Force components x, y, z for each atom (eV/Å):
O 0.0 -0.9 1.1
N 2.8 -1.7 -1.0
Cl -1.6 -0.2 -0.2
H -1.2 2.7 0.1

Calculated values
HOMO: -2.86 eV
LUMO level: 4.93 eV
relative energy (zero: lowest compared OMol25 entry of this formula, charge and spin): 16.3 kcal/mol
charge: -1

Entry 14:
The following is a quantum chemistry calculation of an isolated molecule of ClHO3 in a non-equilibrium geometry, from OMol25.

Atoms and positions in Å:
1 H -1.36012 -0.36120 0.63678
2 O -0.74549 -0.85699 -0.14430
3 O -0.10645 1.42216 -0.05592
4 O 1.75498 -0.28085 0.06828
5 Cl 0.45708 0.07688 -0.50483

Force components x, y, z for each atom (eV/Å):
H 2.4 -1.6 -2.7
O -3.3 0.0 3.9
O 1.3 -2.6 -0.2
O -2.0 0.1 0.5
Cl 1.5 4.1 -1.5

Calculated values
HOMO: -11.19 eV
LUMO level: 0.17 eV
relative energy (zero: lowest compared OMol25 entry of this formula, charge and spin): 15.9 kcal/mol

Entry 15:
The following is a quantum chemistry calculation of a structure of composition ClN2O5S in a non-equilibrium geometry, from OMol25.

Atoms and positions in Å:
1 N -0.17300 0.94348 -0.60798
2 N 1.23829 -0.53095 0.05754
3 O 1.45793 -1.00634 -1.00520
4 O 0.10807 -1.08804 0.67610
5 O 2.00698 0.03955 0.79593
6 O -1.92351 0.21294 1.11446
7 O -1.53535 -0.94213 -1.03742
8 S -1.07229 -0.14711 0.04628
9 Cl -0.10712 2.51859 -0.03970

Cartesian forces (eV/Å) of the 6 atoms listed first:
N -0.3 0.7 -0.9
N 2.7 -1.4 0.8
O 0.7 -0.3 -1.2
O -0.1 -0.1 1.5
O -0.5 0.3 -0.1
O -0.8 0.1 1.2

Calculated values
HOMO: -4.81 eV
LUMO level: 3.66 eV
relative energy (zero: lowest compared OMol25 entry of this formula, charge and spin): 47.2 kcal/mol
charge: -1

Entry 16:
The following is a quantum chemistry calculation of a structure of composition ClNO2S in a non-equilibrium geometry, from OMol25.

Atoms and positions in Å:
1 N -0.43511 0.02408 -0.33470
2 O 1.05415 -0.06165 -0.14893
3 O -0.87739 0.24075 0.73484
4 S -1.01792 -0.68725 -1.60362
5 Cl 1.27627 0.48407 1.35240

Force components x, y, z for each atom (eV/Å):
N 0.6 -2.1 2.2
O 0.4 0.4 -1.4
O -3.2 1.2 -0.4
S -0.3 0.1 -1.8
Cl 2.6 0.4 1.4

Calculated values
HOMO (alpha / beta): -10.04 / -10.04 eV
LUMO level (alpha / beta): -1.44 / -1.44 eV
relative energy (zero: lowest compared OMol25 entry of this formula, charge and spin): 68.0 kcal/mol

Entry 17:
The following is a quantum chemistry calculation of a structure of composition ClNO7Rb in a non-equilibrium geometry, from OMol25.

Atoms and positions in Å:
1 Rb 3.50839 -0.31753 3.15658
2 Cl -0.69353 0.16159 -2.59376
3 O -1.68464 -0.07660 -1.53086
4 O -1.28828 0.06033 -3.90234
5 O -0.10940 1.49068 -2.25816
6 O 0.30029 -0.93421 -2.56110
7 N -0.00526 -0.12944 2.38522
8 O 1.08708 -0.08141 1.79473
9 O -0.09402 -0.60019 3.56881
10 O -1.02063 0.42677 1.94088

Cartesian forces (eV/Å) of the 6 atoms listed first:
Rb -1.0 0.0 -0.3
Cl 0.2 -0.9 2.8
O 0.5 0.0 -1.4
O -0.3 1.1 -0.3
O -0.2 -1.7 -1.6
O -0.1 1.4 0.3

Calculated values
HOMO: -4.77 eV
LUMO level: 0.49 eV
relative energy (zero: lowest compared OMol25 entry of this formula, charge and spin): 42.0 kcal/mol
charge: -1

Entry 18:
The following is a quantum chemistry calculation of a structure of composition ClO20S3V2 in a non-equilibrium geometry, from OMol25.

Atoms and positions in Å:
1 O 2.13593 -3.53510 0.82040
2 V 1.98477 -3.73122 2.34246
3 O 3.33885 -3.94682 3.13473
4 O -1.42380 -0.87544 -1.23272
5 V -0.27400 -0.14788 -0.31396
6 O 0.61362 -1.44538 0.01036
7 S -2.47174 0.56005 1.72729
8 O -1.09120 -0.14825 1.72073
9 O -2.80358 1.11377 0.41324
10 O -3.33737 -0.54204 2.20191
11 O -2.12599 1.64085 2.63694
12 S 0.92244 2.60869 -0.73673
13 O 0.34962 2.12475 0.52486
14 O 2.38550 2.64411 -0.53255
15 O 0.50162 1.55715 -1.67487
16 O 0.60509 3.95185 -1.33324
17 S 3.55876 -0.93008 2.45939
18 O 4.09321 -1.82317 1.39864
19 O 2.15836 -1.41571 2.71465
20 O 4.34388 -0.87148 3.70679
21 O 3.55695 0.45719 2.04562
22 Cl -3.39474 0.53545 -4.38116
23 O -3.87148 1.89284 -4.10541
24 O -3.40972 -0.20882 -3.20435
25 O -4.21052 -0.13046 -5.39227
26 O -2.13447 0.66518 -4.95074

Cartesian forces (eV/Å) of the 6 atoms listed first:
O 0.7 -1.6 -0.5
V -0.2 6.2 0.9
O 0.1 -1.7 -0.3
O 2.0 1.8 1.4
V -2.4 -1.1 0.6
O 0.4 1.4 -0.3

Calculated values
HOMO: 6.10 eV
LUMO level: 7.92 eV
charge: -5

Molar mass: 391.86 98.56 130.62 179.52 115.52 115.52 130.63 114.47 81.58 81.58 110.32 96.47 66.47 84.46 175.53 113.53 246.92 553.52 (g/mol)